1.
C40H110N10O10 | ωB97M-V with the def2-TZVPD basis set

The geometry in ORCA input format:
```
! wB97M-V def2-TZVPD RIJCOSX def2/J DEFGRID3
* xyz 0 1
O -5.2436 6.1505 3.8448
O 4.9278 0.4879 5.9109
O -1.7451 3.0295 -5.6574
O 1.9707 4.4723 -3.2569
O 0.5883 -0.8956 -7.0552
O -1.9173 -3.0919 -1.0541
O 5.9932 -6.0531 1.0681
O -3.6236 3.0342 5.6594
O 0.8770 -0.1155 1.3384
O 1.9632 -5.5759 3.4384
N 4.7792 -0.6879 2.4313
N -1.1771 3.7326 -8.3819
N 0.3444 -2.1401 -4.5463
N -3.9643 -1.1366 -2.0796
N -2.5684 5.3919 4.0344
N -0.6005 2.4441 6.0403
N 3.0919 6.9349 -2.4355
N -1.0948 -0.1537 -1.7801
N 4.2982 -4.1941 2.1606
N 0.8219 -9.0365 3.2477
C -2.3263 4.2663 -7.5717
C 2.2062 -7.7455 1.6015
C 1.1202 -1.0676 2.3648
C 5.6893 -4.9601 0.2466
C 4.5843 -0.3475 4.8375
C -3.4389 4.6603 -8.5291
C 1.4378 -4.3916 3.9883
C -2.8810 1.8442 5.4436
C 4.2948 0.1579 7.1165
C 1.1543 3.6663 -4.0845
C -0.6104 1.8619 -0.4407
C -2.7615 4.0732 1.9762
C 4.6374 1.5740 3.2289
C 7.2696 -6.5917 0.7947
C -3.2371 -3.4565 -1.3692
C -0.0226 -2.8582 -5.7713
C 0.1148 0.1668 -7.8374
C -4.1845 -2.3029 -1.2019
C -1.0131 -4.1002 -1.4059
C 4.3671 -4.3360 0.6659
C -0.2964 0.3933 -0.6618
C -4.7928 5.1329 2.9787
C -0.9229 0.9487 4.1711
C -3.3127 5.2681 2.7258
C 5.1816 0.1821 3.5424
C -1.9355 1.9652 -4.7643
C -6.6230 6.0988 4.0667
C 1.1198 -6.6885 3.6187
C -2.7701 3.1809 -6.6217
C 1.4622 7.0817 -0.6541
C -0.4054 -1.8648 -6.8549
C -4.8518 2.7617 6.2702
C -1.5058 2.1530 4.9221
C 4.1817 -2.9419 0.0910
C -1.2063 -3.7599 -5.4907
C -0.2322 -0.4699 0.5599
C -5.6299 -2.7371 -1.2755
C 1.2200 5.3563 -2.4784
C 2.1767 6.1348 -1.5833
C 1.7749 -7.9358 3.0637
H -3.0486 6.2285 2.2799
H 1.9018 -0.7055 3.0276
H -0.9903 0.0393 4.7780
H 4.7726 -1.6775 2.6626
H 0.8344 -3.4471 -6.1019
H -0.7740 -1.1213 -1.8062
H -1.4274 0.7176 3.2321
H -5.4206 3.6872 6.3204
H -0.7104 3.0998 -7.7316
H -3.7336 3.4199 -6.1517
H 0.1255 1.1752 3.9812
H -1.1781 2.0240 -3.9888
H -3.5622 -4.2820 -0.7163
H -3.7305 3.8057 -9.1405
H 1.2838 -7.6261 1.0227
H -3.1282 5.5128 -9.1281
H -4.9888 4.1454 3.4264
H 0.3547 2.5939 5.7282
H 1.0391 -1.4109 -4.6293
H -0.8078 0.6073 -7.4432
H 3.5468 1.5407 3.1977
H -3.0892 4.1863 0.9306
H -0.4443 2.4173 -1.3627
H -2.7723 4.5515 4.5843
H -0.4861 -1.6712 -4.1920
H 3.4097 6.2999 -3.1661
H -5.4536 2.0463 5.6814
H 0.1931 -9.0777 2.4492
H 1.4119 -2.0178 1.9090
H 3.4919 -0.3541 4.6859
H -3.4168 1.2104 4.7211
H 2.7982 5.4279 -1.0307
H 6.2717 0.2350 3.5445
H 2.8398 -6.8681 1.4892
H 0.1907 -1.1005 2.9440
H 0.4328 4.8581 -1.8904
H -0.5988 -2.3888 -7.8119
H -2.9354 2.0040 -4.3141
H 7.5185 -6.6163 -0.2694
H -3.1069 6.0744 4.5693
H -1.1636 -0.3086 1.1511
H 4.9590 2.2824 3.9913
H 3.2027 0.0747 7.0567
H 5.5877 -5.2854 -0.8014
H 2.1979 7.7808 -0.2649
H -2.9052 2.2373 -7.1749
H 4.8975 -1.3830 5.0380
H -5.9226 -3.1666 -2.2456
H -1.4742 2.9421 4.1646
H -4.7362 2.2690 7.2432
H 4.6689 -0.7968 7.5196
H -1.6771 4.1157 1.9220
H -1.3184 -4.5322 -6.2542
H -2.1589 -3.2260 -5.4266
H 5.0418 -2.3337 0.3772
H 0.7598 7.6795 -1.2463
H 2.2108 -3.6349 4.1030
H 5.0638 1.8816 2.2752
H 3.8629 -0.4478 2.0769
H 0.9253 0.8882 -7.9306
H 4.5553 0.9267 7.8425
H -0.8357 3.3630 6.4148
H -0.9969 -4.2507 -2.4887
H 1.7115 3.2175 -4.9060
H -2.0755 -0.2317 -1.5176
H -1.3794 -1.4013 -6.6206
H -6.9384 5.1798 4.5776
H 0.6996 6.0916 -3.1170
H -1.6711 2.0327 -0.1952
H 0.9549 -6.8400 4.6914
H -1.8241 0.9607 -5.2021
H -3.3218 -3.8461 -2.3984
H -0.0744 2.2972 0.4031
H -0.3080 -1.5448 0.3403
H 0.0039 -3.8351 -1.1138
H 4.9816 -4.8618 2.5286
H 0.7322 2.8438 -3.4968
H 0.9119 6.5322 0.1066
H -1.2141 -5.0626 -0.9158
H -5.9038 -3.4522 -0.4994
H 2.6609 -8.1622 3.6628
H 3.5536 -4.9930 0.3364
H 0.1501 -6.5149 3.1276
H 2.5076 7.6180 -2.9141
H -4.3624 4.9212 -7.9982
H 3.2895 -2.4650 0.4997
H -0.1056 -0.1395 -8.8730
H -3.1743 3.1271 2.3210
H 6.4747 -4.1885 0.2179
H -0.5321 4.5199 -8.4155
H 2.7245 -8.6350 1.2452
H -2.7756 1.2837 6.3803
H -4.6348 -1.1537 -2.8406
H 0.3474 4.2561 -4.5316
H -1.9967 5.1256 -6.9811
H -5.3332 5.1592 2.0174
H 4.0508 -2.9038 -0.9950
H -6.8799 6.9417 4.7110
H 7.2963 -7.6109 1.1764
H -6.3338 -1.9055 -1.1785
H 0.6205 -4.0757 3.3291
H -3.0442 -1.1675 -2.4991
H 1.0326 -4.5217 5.0018
H 0.7058 0.4425 -1.1137
H 8.0246 -5.9978 1.3230
H -7.2150 6.2200 3.1506
H 3.4800 -4.7354 2.4585
H 1.2989 -9.9308 3.2107
H -4.1365 -1.8877 -0.1845
H -1.0897 -4.2945 -4.5483
*
```

SMILES = COC[C@H](C)N.COC[C@H](C)N.COC[C@H](C)N.COC[C@H](C)N.COC[C@H](C)N.COC[C@H](C)N.COC[C@H](C)N.COC[C@H](C)N.COC[C@H](C)N.COC[C@H](C)N
HOMO = -8.7425 eV
Orbital gap = 9.2 eV

Here are the Löwdin charges for atoms 1 to 99, given in e: -0.19, -0.18, -0.21, -0.18, -0.18, -0.20, -0.20, -0.22, -0.18, -0.23, 0.05, 0.05, 0.05, 0.05, 0.04, 0.05, 0.03, 0.06, 0.07, 0.03, -0.43, -0.04, -0.10, -0.23, -0.23, -0.08, -0.11, -0.20, -0.12, -0.10, -0.05, -0.08, -0.06, -0.10, -0.22, -0.42, -0.12, -0.44, -0.11, -0.40, -0.42, -0.23, -0.07, -0.41, -0.43, -0.11, -0.12, -0.22, -0.22, -0.07, -0.24, -0.12, -0.44, -0.07, -0.07, -0.22, -0.08, -0.24, -0.44, -0.43, 0.14, 0.06, 0.09, 0.04, 0.14, 0.05, 0.07, 0.09, 0.04, 0.13, 0.08, 0.05, 0.13, 0.08, 0.08, 0.07, 0.12, 0.07, 0.07, 0.07, 0.07, 0.08, 0.05, 0.03, 0.05, 0.06, 0.09, 0.07, 0.08, 0.11, 0.13, 0.14, 0.14, 0.05, 0.07, 0.12, 0.13, 0.09, 0.09



2.
C45H36N6O6PtSSb | ωB97M-V with the def2-TZVPD basis set

The geometry in ORCA input format:
```
! wB97M-V def2-TZVPD RIJCOSX def2/J DEFGRID3
* xyz 3 1
Pt 0.9060 -0.0217 0.8450
Sb -4.5411 -0.1482 -0.3654
S 4.7578 0.3235 0.2059
O 4.6715 1.7535 0.0571
O 1.8446 -0.5917 2.5493
O 4.9322 -0.1704 1.5551
O -0.0584 7.1020 -1.1036
O 0.1592 6.7807 1.0225
O 2.8973 -1.8753 -2.0824
N -0.1484 -1.8011 0.9673
N 0.1133 0.8516 -0.8057
N 0.1336 6.4133 -0.1339
N 3.4299 -0.3835 -0.4305
N 2.6923 -2.6618 2.0565
N 1.6021 1.8608 1.0976
C 5.9202 -0.3981 -0.9019
C 1.5428 -1.7087 -4.3334
C -1.0071 1.0735 -2.8890
C -6.8432 -1.9977 -0.3423
C -0.1914 -4.1479 1.3510
C -3.0373 2.0836 0.9890
C 7.9442 -0.9616 -1.9748
C -3.9976 3.9814 2.0990
C 3.4663 -1.4811 4.0152
C -0.4841 -2.9594 -3.6790
C -1.1846 2.4220 -2.6920
C 0.2363 -1.0536 -2.3047
C 7.2428 -1.7892 -2.8467
C 0.0810 2.2081 -0.6771
C -6.1949 -1.0232 0.4487
C 0.4911 -2.9822 1.0273
C 1.9595 4.5848 1.4739
C -7.7934 -1.3982 2.2157
C -5.2759 3.4817 1.8834
C 1.3655 -0.8667 -3.2501
C 5.2056 -1.2114 -1.7665
C 3.7426 -1.1763 -1.4557
C 2.7055 3.6664 2.1581
C -0.7146 -2.1340 -2.6432
C 1.0033 4.1338 0.5298
C 7.2877 -0.2457 -0.9778
C -5.4459 2.2637 1.2448
C 5.8617 -1.9246 -2.7519
C 0.6457 -2.7333 -4.5308
C -0.5701 3.0360 -1.5873
C -1.4467 -1.7350 1.3346
C 1.9818 -2.9616 0.8136
C 0.8830 2.7593 0.3676
C 0.1992 4.9485 -0.3472
C -2.8766 3.2810 1.6582
C -1.5326 -4.0909 1.6783
C 2.6120 -1.5638 2.7965
C -0.5291 4.4506 -1.3649
C -7.9700 -2.6359 0.1343
C -2.1640 -2.8522 1.6993
C 2.4965 2.2917 1.9614
C -6.6810 -0.7352 1.7427
C -8.4417 -2.3341 1.4091
C -4.3213 1.5491 0.7968
C -0.3052 0.3119 -1.9438
H -6.4737 -2.2393 -1.3328
H 5.3111 -2.5700 -3.4232
H 1.9668 0.0234 -3.1367
H 0.7823 -3.3899 -5.3827
H 2.9804 -0.8489 4.7533
H -6.4471 1.8870 1.0813
H -8.1663 -1.1919 3.2097
H -3.1905 -2.7530 2.0268
H -3.8717 4.9275 2.6092
H 3.6675 -2.4623 4.4406
H 3.4662 3.9829 2.8567
H -1.5712 -2.2764 -1.9948
H 2.2490 -2.2429 0.0379
H 0.8018 -1.4257 -1.4248
H -6.1777 -0.0147 2.3729
H -1.0623 5.1260 -2.0212
H -1.1509 -3.7819 -3.8976
H -1.8589 -0.7361 1.4037
H 2.3210 -3.9431 0.4907
H 2.1081 5.6412 1.6378
H 7.7837 -2.3339 -3.6085
H -6.1402 4.0411 2.2152
H -2.0702 -4.9888 1.9530
H 4.4098 -1.0175 3.7179
H 3.3867 -3.3311 2.3521
H 7.8293 0.3980 -0.2984
H -8.4825 -3.3669 -0.4755
H 2.3666 -1.5545 -5.0151
H -1.7151 3.0229 -3.4206
H 3.0527 1.5430 2.5085
H -1.8855 3.6782 1.8381
H -9.3219 -2.8399 1.7845
H 0.3466 -5.0860 1.3726
H -1.3551 0.5920 -3.7945
H -2.1646 1.5472 0.6337
H 9.0177 -0.8732 -2.0723
*
```

HOMO = -15.2474 eV
Orbital gap = 5.2 eV

Löwdin atomic charges, in units of e: 1.22, 1.63, 0.65, -0.29, -0.14, -0.30, 0.14, 0.11, -0.03, -0.07, 0.00, -0.34, -0.07, 0.14, -0.04, -0.22, -0.01, 0.03, -0.14, 0.03, -0.15, -0.03, -0.01, 0.05, -0.02, 0.06, -0.24, -0.03, -0.15, -0.49, -0.22, 0.07, -0.03, -0.03, 0.06, -0.14, -0.48, 0.04, 0.01, -0.04, -0.01, -0.12, 0.01, 0.06, -0.11, -0.13, -0.09, -0.14, -0.05, -0.05, 0.00, -0.46, 0.09, -0.04, -0.03, -0.06, -0.12, 0.00, -0.47, -0.20, 0.09, 0.12, 0.16, 0.14, 0.11, 0.10, 0.13, 0.12, 0.13, 0.10, 0.14, 0.12, 0.06, 0.13, 0.10, 0.15, 0.13, 0.08, 0.15, 0.13, 0.12, 0.13, 0.13, 0.09, 0.17, 0.13, 0.13, 0.14, 0.14, 0.12, 0.11, 0.13, 0.14, 0.14, 0.06, 0.12



Result set for relative energy (zero: lowest compared OMol25 entry of this formula, charge and spin): 25.6 47.6 kcal per mole, one per record in the order listed.
Result set for molecular weight: 891.380 1105.724 g/mol, one per record in the order listed.